Entry from the Open Molecules 2025 dataset: a 15-piece molecular cluster, C40H79Br29N4O3P overall (ωB97M-V/def2-TZVPD).

The HOMO-LUMO gap comes out at 7.30 eV. As for the HOMO energy: -0.37638 Eh. As for the total charge: +1.

Geometry as XYZ:
```
156
Properties=species:S:1:pos:R:3:forces:R:3
C 0.73693 0.62305 -3.87232 0.0 0.1 -0.1
C 1.55050 -0.60195 -4.17224 -0.1 0.6 -0.1
O 2.11206 -0.73132 -5.22442 0.4 -0.3 -0.5
O 1.59233 -1.52806 -3.20163 0.1 -0.1 -0.1
C 2.34010 -2.70810 -3.56767 0.3 -0.5 -0.1
C 1.55114 -3.62519 -4.50070 -0.2 -0.2 0.9
C 0.52802 -4.45663 -3.67950 -0.1 1.0 -0.4
C -0.84071 -3.76225 -3.78750 -0.1 -1.0 -0.2
C -1.57032 -4.11226 -5.11787 0.5 0.3 0.7
C -2.99420 -4.63555 -4.86494 0.1 0.7 -1.1
C -4.04415 -3.53455 -5.19148 0.0 -0.5 0.5
C -5.12179 -3.36246 -4.09828 0.3 -0.4 -0.7
N -6.45865 -3.58961 -4.66222 0.1 0.3 0.1
C -7.63296 -3.19302 -4.22235 0.0 -0.1 0.3
N -8.78818 -3.46301 -4.86950 0.0 0.0 0.0
C -9.73283 -2.88017 -4.16679 0.4 -0.4 -0.2
N -9.25518 -2.26470 -3.09604 -0.1 -1.0 0.2
N -7.88210 -2.46257 -3.08283 -0.9 0.3 0.5
P -6.84638 -1.84083 -1.79360 2.0 -0.3 -0.2
O -6.94569 -0.24954 -2.03925 -0.8 -0.2 0.3
Br -7.92208 -2.13177 0.11946 -0.6 0.0 -0.4
H 1.14347 1.19637 -3.03963 -0.2 -0.3 0.0
H 0.78454 1.24630 -4.76076 -0.1 0.0 0.0
H -0.29956 0.35283 -3.67384 0.0 0.0 0.2
H 3.31872 -2.46542 -3.97795 -0.2 0.5 -0.2
H 2.53366 -3.22181 -2.63032 -0.1 0.0 0.1
H 2.25096 -4.25918 -5.04313 0.0 0.0 -0.1
H 0.99000 -3.00747 -5.19918 0.3 -0.1 -0.4
H 0.83041 -4.44795 -2.63163 0.1 -0.3 0.0
H 0.46373 -5.48119 -4.04613 0.0 -0.1 0.1
H -1.47988 -4.12214 -2.97695 0.1 0.3 0.2
H -0.68173 -2.69220 -3.67701 -0.2 0.0 0.1
H -1.59040 -3.21171 -5.73397 -0.2 -0.1 -0.2
H -0.96469 -4.83063 -5.67123 -0.1 -0.1 0.0
H -3.17610 -5.45849 -5.55697 -0.1 -0.2 0.2
H -3.11095 -4.99671 -3.84558 0.0 -0.1 0.0
H -3.56133 -2.56789 -5.32033 0.1 0.0 -0.1
H -4.48627 -3.79294 -6.15567 -0.2 0.2 0.0
H -4.95668 -4.10066 -3.31647 0.0 0.2 0.2
H -5.00480 -2.35339 -3.71011 -0.5 0.0 0.2
H -6.49423 -4.12803 -5.51552 -0.1 0.0 0.0
H -10.76622 -2.91195 -4.47023 -0.1 0.2 0.3
H -9.72159 -1.73573 -2.37843 0.1 0.0 0.0
H -7.52855 0.20785 -1.41347 0.1 0.3 -0.2
Br -8.36251 -2.63012 6.57473 0.0 -0.1 0.0
C -7.64999 -2.21302 4.81850 0.0 0.1 0.2
C -8.74385 -1.86748 3.84346 0.0 -0.1 -0.2
Br -9.70028 -3.45738 3.24187 0.0 0.1 0.0
H -7.06467 -3.07070 4.50310 0.0 0.0 -0.1
H -6.99310 -1.35866 4.96652 0.0 0.0 -0.1
H -8.32245 -1.42179 2.94516 0.0 0.0 0.0
H -9.48658 -1.19783 4.26405 0.0 0.0 0.0
Br -4.06759 -4.44477 -0.67912 0.0 0.0 0.0
C -5.35636 -5.85616 -0.29933 0.2 0.1 0.1
C -5.05874 -7.10957 -1.07493 -0.2 -0.1 -0.1
Br -5.59307 -6.93532 -2.94030 0.0 0.0 0.0
H -6.34081 -5.45388 -0.51816 0.0 0.0 0.0
H -5.27102 -6.03862 0.76948 0.0 0.0 0.0
H -5.63878 -7.94376 -0.68740 0.0 0.0 0.0
H -4.00479 -7.36739 -1.07092 0.0 0.0 0.0
Br 1.25927 1.39848 -0.47983 0.0 0.1 0.1
C 1.23975 3.26617 0.04910 0.0 -0.2 0.1
C -0.15966 3.81826 0.04515 0.0 0.2 0.0
Br -0.80136 4.15621 -1.76465 0.0 -0.1 0.0
H 1.90854 3.79089 -0.62581 -0.1 0.1 0.0
H 1.65202 3.29198 1.05691 0.0 0.0 0.0
H -0.19064 4.78194 0.54884 0.0 0.0 0.0
H -0.87479 3.14499 0.50667 0.1 0.0 0.0
Br 2.97882 -0.16507 2.27032 -0.1 -0.1 0.1
C 1.72676 -1.62352 2.51718 0.1 0.2 0.0
C 2.11840 -2.80651 1.67863 -0.3 -0.2 -0.3
Br 1.68785 -2.53079 -0.21211 0.0 0.1 0.4
H 0.73888 -1.24335 2.27148 0.0 -0.1 0.0
H 1.76412 -1.87121 3.57650 0.0 -0.1 0.0
H 1.55982 -3.69072 1.97425 0.0 0.0 0.0
H 3.17996 -3.02076 1.72414 0.0 0.0 0.0
Br 6.49898 0.51010 1.80451 0.1 -0.1 -0.1
C 7.01271 0.96346 -0.01199 0.0 0.1 0.1
C 5.81735 1.27319 -0.87285 0.0 -0.1 -0.2
Br 4.86886 -0.34004 -1.41729 -0.1 0.0 0.1
H 7.60173 0.13623 -0.39261 0.0 0.0 0.0
H 7.64437 1.84073 0.10733 -0.1 -0.1 -0.2
H 6.13225 1.74828 -1.79958 0.0 0.0 0.0
H 5.09110 1.90408 -0.36849 0.0 0.0 0.0
Br -1.95366 6.20386 -4.64315 0.0 0.0 0.0
C -2.86793 7.03379 -3.14148 0.0 -0.2 0.0
C -4.27699 7.42865 -3.49339 0.0 0.2 0.0
Br -4.32880 9.03378 -4.58844 0.0 -0.1 0.0
H -2.25992 7.87762 -2.83247 0.0 0.0 0.0
H -2.86793 6.28124 -2.35560 0.0 0.0 0.0
H -4.83575 7.67633 -2.59348 0.0 0.0 0.0
H -4.80096 6.65555 -4.04585 0.0 0.0 0.0
Br 9.18408 3.82532 0.78138 0.1 0.1 0.1
C 10.97800 3.19129 1.18944 0.0 0.2 0.0
C 11.55781 2.38255 0.06111 0.1 -0.2 0.1
Br 10.79403 0.59548 -0.00826 0.0 0.0 0.0
H 10.90619 2.63312 2.11788 0.0 0.0 0.0
H 11.56815 4.09024 1.35329 0.0 0.0 0.0
H 12.62469 2.23404 0.21138 0.0 0.0 0.0
H 11.38756 2.83537 -0.91006 0.0 0.0 0.0
Br 5.13414 1.03916 4.85821 0.1 0.2 0.2
C 4.21009 1.81737 6.37909 -0.1 -0.2 0.0
C 2.82190 2.26707 6.01293 -0.1 0.2 0.0
Br 2.85050 3.92702 4.99838 0.0 0.0 -0.1
H 4.83690 2.62168 6.74471 -0.1 0.1 0.0
H 4.16808 1.02612 7.12438 0.0 0.0 0.0
H 2.24793 2.48790 6.91038 0.0 0.0 0.0
H 2.28748 1.54024 5.40856 0.1 0.0 0.0
Br 7.41374 7.10056 2.88889 0.0 -0.1 0.0
C 8.01309 7.65088 1.12391 0.0 0.1 0.2
C 6.85537 7.99623 0.22625 0.0 -0.1 -0.2
Br 5.95000 6.40165 -0.42755 0.0 0.0 0.1
H 8.62240 6.84241 0.73164 0.0 0.0 0.0
H 8.63615 8.52673 1.29144 0.0 0.0 0.0
H 7.20436 8.51189 -0.66557 0.0 0.0 0.0
H 6.10523 8.60145 0.72414 0.0 0.0 0.0
Br -4.49794 0.48145 0.39591 0.0 0.0 0.0
C -3.89262 0.70354 -1.44293 -0.2 0.1 0.0
C -3.42390 -0.60289 -2.02561 0.3 0.0 -0.1
Br -1.67238 -1.10709 -1.36341 -0.1 -0.1 0.2
H -3.11437 1.46129 -1.43260 0.0 0.0 0.0
H -4.75706 1.07720 -1.98684 0.0 0.0 0.0
H -3.30942 -0.51353 -3.10608 -0.1 0.1 0.0
H -4.09584 -1.42621 -1.79629 0.0 0.0 0.0
Br -10.68002 3.45032 -5.83244 0.1 0.0 0.0
C -11.46743 1.72444 -6.23674 0.0 0.3 0.0
C -11.49493 0.83564 -5.02277 0.0 -0.1 -0.1
Br -9.72375 0.10315 -4.62033 -0.3 1.0 -0.4
H -10.89687 1.29878 -7.05573 0.0 -0.1 0.0
H -12.48108 1.93465 -6.57023 0.0 -0.1 0.0
H -12.13075 -0.03001 -5.19658 0.0 0.0 0.0
H -11.82483 1.35449 -4.12915 0.0 0.0 0.0
Br 7.16820 2.05605 8.17351 0.1 0.0 0.0
C 8.23341 0.88789 7.03492 0.0 -0.1 0.2
C 9.50494 1.55538 6.58571 0.0 0.0 -0.2
Br 9.16819 2.85881 5.17875 0.0 0.0 0.0
H 7.59548 0.59577 6.20717 0.0 0.1 0.0
H 8.45565 0.01606 7.64665 0.1 0.0 0.0
H 10.17966 0.82339 6.14754 0.0 0.0 0.0
H 10.01077 2.08110 7.38887 0.0 0.0 0.0
Br 3.39527 -5.17266 3.87251 0.0 0.0 0.1
C 2.13074 -6.63495 4.08214 0.2 0.1 0.2
C 2.51223 -7.82042 3.23795 -0.2 -0.1 -0.2
Br 2.08704 -7.52005 1.36352 0.1 0.0 0.0
H 1.15014 -6.24350 3.83134 0.0 0.0 0.0
H 2.15893 -6.89113 5.13881 0.0 0.0 0.0
H 1.93700 -8.69601 3.52990 0.0 0.0 0.0
H 3.57165 -8.04825 3.28944 0.0 0.0 0.0
Br 3.80767 5.53517 10.45147 0.0 -0.1 0.0
C 5.73483 5.61822 10.19871 -0.1 0.1 0.1
C 6.10832 6.49108 9.03060 0.2 -0.1 -0.2
Br 5.77826 5.59791 7.33726 -0.1 0.1 -0.1
H 6.07999 4.59598 10.08223 0.0 0.0 0.0
H 6.12927 6.03142 11.12424 0.0 0.0 0.0
H 7.17531 6.70269 9.04372 0.0 0.0 0.0
H 5.55544 7.42427 9.00645 0.0 0.0 0.1
```
Forces are in eV/Å.

=====

Entry from the Open Molecules 2025 dataset: a 4-piece molecular cluster, C40H80BrFN3O8 overall (ωB97M-V/def2-TZVPD).

The HOMO-LUMO gap comes out at 7.81 eV. As for the HOMO energy: -0.38531 Eh. As for the total charge: +1.

Geometry as XYZ:
```
133
Properties=species:S:1:pos:R:3:forces:R:3
C 5.21518 -1.00283 1.22571 -0.1 -0.2 -0.2
C 5.43954 -0.20812 -0.06171 -0.1 0.0 0.0
C 6.11369 1.14885 0.15124 0.1 0.0 0.0
C 5.45444 2.03738 1.21221 0.0 -0.2 0.0
C 3.97505 2.33076 0.94788 0.0 0.1 0.2
C 3.74068 3.39476 -0.14374 0.2 -0.1 -0.3
C 3.08647 2.82779 -1.40972 0.1 -0.1 0.1
C 1.73659 2.14351 -1.12497 0.1 0.0 0.1
C 0.53839 2.52129 -2.01539 -0.1 0.2 0.1
C 0.83142 2.28431 -3.52420 0.2 -0.1 -0.2
N 1.96499 1.41566 -3.82517 -0.2 0.0 0.2
C 1.82290 -0.02170 -3.61183 0.0 0.0 -0.1
C 0.26893 4.04316 -1.92001 0.0 0.0 -0.3
C -0.21926 4.53310 -0.59112 0.1 0.1 0.2
F -0.48577 5.87303 -0.61022 0.1 0.0 -0.1
N -1.50053 3.82091 -0.11219 0.1 -0.1 0.1
C -1.17390 3.27239 1.28035 0.0 -0.2 -0.1
C -2.20690 2.34322 1.92985 0.0 0.1 0.2
C -1.60288 0.98316 2.30430 -0.1 0.0 0.0
C -2.44311 0.18530 3.32189 0.1 0.1 0.0
N -3.13598 -0.92050 2.71677 -0.2 -0.2 0.1
C -2.64213 -2.18873 2.58409 0.5 -0.1 0.1
C -3.54100 -2.93973 1.88599 -0.4 0.0 -0.3
C -4.64298 -2.08916 1.57005 0.2 -0.3 0.0
C -4.35954 -0.86427 2.10039 -0.1 0.4 0.0
C -2.66513 4.74026 0.10006 -0.1 0.0 0.1
C -3.49820 5.30140 -1.05198 -0.4 0.1 0.0
O -4.63929 5.54640 -0.84284 0.4 -0.1 -0.1
Br -2.72615 5.68612 -2.76141 -0.1 0.2 -0.2
C -1.86434 2.74711 -1.10150 -0.1 -0.3 -0.2
C -0.73732 1.77565 -1.44981 0.1 -0.1 0.0
C -1.40071 0.69945 -2.33305 -0.3 0.1 0.0
C -1.99425 -0.47926 -1.55535 0.0 0.0 0.0
C -0.91053 -1.37948 -0.94485 -0.1 0.1 0.1
O -2.85946 -1.22971 -2.40134 -0.1 0.2 0.0
H 4.98337 -2.04552 0.99148 0.0 0.1 0.0
H 6.10544 -1.00068 1.85815 0.0 0.0 0.0
H 4.37244 -0.61493 1.80429 0.1 0.1 0.0
H 4.47359 -0.07374 -0.56583 0.1 0.0 0.0
H 6.04674 -0.80329 -0.74998 0.0 0.1 0.0
H 6.17189 1.67704 -0.80793 -0.1 0.0 0.0
H 7.15238 0.97560 0.45541 -0.1 0.0 0.0
H 6.01183 2.97627 1.27223 -0.1 0.0 0.1
H 5.55913 1.55603 2.18989 0.0 0.0 -0.1
H 3.50705 2.63783 1.88937 0.0 0.0 -0.1
H 3.48504 1.39433 0.66645 0.0 0.0 0.0
H 4.70938 3.81301 -0.43816 -0.1 0.1 0.1
H 3.16024 4.23673 0.25130 -0.1 0.0 0.0
H 2.99000 3.60650 -2.17011 0.0 0.0 0.0
H 3.76472 2.08825 -1.84191 -0.1 0.1 0.0
H 1.45596 2.35953 -0.08397 0.0 0.0 0.0
H 1.87199 1.05870 -1.15068 -0.1 0.1 0.0
H 1.09984 3.25478 -3.95279 0.0 -0.1 0.0
H -0.09284 1.98853 -4.04256 -0.1 0.0 0.1
H 2.23996 1.58176 -4.78309 0.2 0.1 0.0
H 1.22888 -0.21933 -2.72397 0.0 0.0 0.0
H 2.80459 -0.47311 -3.44382 0.0 0.1 -0.1
H 1.35869 -0.54870 -4.45509 -0.1 0.0 0.1
H 1.18724 4.60501 -2.11226 0.0 -0.1 0.0
H -0.43767 4.33513 -2.70196 0.1 0.0 0.2
H 0.52739 4.37882 0.18889 -0.1 0.0 0.0
H -0.21854 2.75681 1.18811 -0.1 0.0 -0.1
H -1.01142 4.16772 1.88116 0.1 0.0 0.0
H -3.08641 2.20343 1.29823 0.0 -0.1 0.0
H -2.57287 2.82208 2.84322 0.0 0.0 -0.1
H -0.58863 1.13835 2.68640 -0.1 0.0 0.0
H -1.52623 0.35709 1.41370 0.2 0.0 -0.1
H -3.18929 0.82408 3.80123 0.1 0.0 0.0
H -1.80094 -0.21057 4.11016 0.0 0.0 0.0
H -1.67929 -2.47051 2.99144 -0.1 0.1 0.1
H -3.42600 -3.97963 1.62587 0.0 0.0 0.0
H -5.53895 -2.35102 1.03207 0.0 0.0 0.0
H -4.94655 0.04438 2.11203 0.1 -0.1 0.0
H -2.33247 5.58670 0.70224 0.0 0.0 -0.1
H -3.39195 4.17907 0.68757 0.1 0.0 0.0
H -2.19792 3.25614 -2.00538 0.1 0.0 0.1
H -2.72588 2.20383 -0.71000 0.1 0.1 0.1
H -0.42425 1.27705 -0.52476 0.0 0.0 0.0
H -2.22229 1.15470 -2.90342 0.1 0.0 0.0
H -0.70779 0.29875 -3.06804 0.1 0.0 0.0
H -2.66554 -0.10790 -0.77196 0.1 0.0 0.1
H -0.84776 -2.29218 -1.53854 0.1 0.1 0.0
H -1.15609 -1.68005 0.07291 -0.1 0.0 0.0
H 0.07090 -0.89489 -0.92110 0.0 -0.1 0.0
H -2.53832 -1.18909 -3.30851 0.1 -0.1 0.0
C 1.59251 7.82277 -7.31989 0.0 0.0 0.0
O 2.08548 7.21665 -6.13553 0.0 -0.1 0.0
C 1.28165 7.43987 -4.99637 0.1 0.1 -0.1
C 0.41842 6.23986 -4.67545 -0.1 0.0 0.0
O -0.55340 5.97101 -5.66836 0.0 0.0 0.0
C -0.18243 4.94677 -6.57482 0.0 0.0 0.0
H 2.16147 7.41216 -8.15123 0.0 0.0 0.0
H 0.53159 7.60947 -7.46984 0.0 0.0 0.0
H 1.73972 8.90660 -7.29268 0.0 0.0 0.0
H 0.65120 8.32481 -5.12999 0.0 0.0 0.0
H 1.94943 7.62619 -4.14884 0.0 0.0 0.0
H -0.12821 6.43379 -3.74703 0.1 0.1 0.1
H 1.05566 5.35941 -4.52225 0.0 0.1 0.0
H -0.24288 3.96103 -6.09644 0.0 0.0 0.0
H 0.82902 5.09790 -6.95693 0.0 0.0 0.0
H -0.88648 4.97652 -7.40347 0.0 0.0 0.0
C 1.96321 -3.46914 4.39158 0.0 0.0 0.0
O 0.59694 -3.83590 4.45373 0.0 0.0 0.0
C 0.33474 -5.12656 3.91721 -0.1 0.1 -0.1
C 0.19391 -6.17923 4.99226 0.0 -0.2 0.0
O 1.40106 -6.38337 5.70176 0.0 0.1 0.0
C 1.44366 -5.74212 6.96282 0.0 0.0 0.0
H 2.09590 -2.59685 5.03039 0.0 0.0 0.0
H 2.61099 -4.27264 4.74782 0.0 0.0 0.0
H 2.25353 -3.20558 3.36742 0.0 0.0 0.0
H 1.12353 -5.41376 3.21510 0.0 0.0 0.0
H -0.60675 -5.06675 3.36118 0.0 0.0 0.0
H -0.07115 -7.12343 4.50664 0.0 0.0 0.0
H -0.61602 -5.90878 5.67822 0.0 0.0 0.0
H 0.80646 -6.26008 7.68727 0.0 0.0 0.0
H 1.12955 -4.69745 6.89539 0.0 0.0 0.0
H 2.47395 -5.78360 7.31125 0.0 0.0 0.0
C -2.47290 -7.52098 1.13663 0.0 0.0 0.0
O -2.01473 -8.22757 2.27197 0.0 0.0 0.0
C -2.89541 -8.16011 3.38187 0.1 0.1 0.0
C -3.75679 -9.39582 3.51626 -0.1 -0.1 0.0
O -4.64648 -9.54342 2.42527 0.0 0.1 -0.1
C -4.21719 -10.48398 1.45768 0.0 0.0 0.0
H -1.84457 -7.81351 0.29711 0.0 0.0 0.0
H -3.51361 -7.75934 0.90552 0.0 0.0 0.0
H -2.38023 -6.43767 1.28504 0.0 0.0 0.0
H -3.53151 -7.27122 3.30788 0.0 0.0 0.0
H -2.27794 -8.06176 4.28018 0.0 0.0 0.0
H -4.35860 -9.30560 4.42541 0.0 0.0 0.0
H -3.12153 -10.28166 3.61764 0.0 0.0 0.0
H -4.33370 -11.50757 1.82856 0.0 0.0 0.0
H -3.17394 -10.32424 1.17498 0.0 0.0 0.0
H -4.84894 -10.35558 0.58064 0.0 0.0 0.0
```
Forces are in eV/Å.